Density functional theory data (the ωB97M-V functional and the def2-TZVPD basis) for a structure of composition C4H8N2OS at a distorted geometry.

- E_HOMO (eV) = -8.795
- E_tot (Ha) = -740.08665
- gap between HOMO and LUMO (eV) = 9.18
- ΔE to the lowest compared entry with this formula, charge and spin (eV) = 2.0507
- net charge = 0
- LUMO (eV) = 0.4

Cartesian coordinates (Å):
C1 1.386 -0.198 -0.075
C2 -0.118 0.181 0.086
C3 -0.813 -0.919 0.891
C4 -0.925 -0.468 -1.083
H1 1.880 1.792 -0.310
H2 3.164 0.680 -0.089
H3 -0.116 2.647 1.173
H4 -0.136 -1.786 1.001
H5 -1.123 -0.686 2.006
H6 -2.699 -0.406 0.083
H7 -0.397 -1.315 -1.520
H8 -1.582 0.136 -1.884
N1 2.223 0.848 -0.068
N2 -1.868 -1.050 -0.080
O1 1.801 -1.331 -0.097
S1 -0.678 1.876 -0.034

Per-atom Mulliken charges, elementary charge units:
1. C 0.1969
2. C 0.9400
3. C -0.6199
4. C -0.7754
5. H 0.1748
6. H 0.2409
7. H 0.1729
8. H 0.2692
9. H 0.2346
10. H 0.3288
11. H 0.2580
12. H 0.3196
13. N -0.3240
14. N -0.4794
15. O -0.6259
16. S -0.3114